No. 1
# C42H108F6N8O11S2

A cluster of 8 separate species, C42H108F6N8O11S2 in total at a distorted geometry (ωB97M-V with the def2-TZVPD basis set, the Open Molecules 2025 dataset).

Each line ends with the Löwdin charge.
Element x y z (Å)
1 C -3.155 -3.001 3.209  -0.592
2 F -3.231 -3.606 2.050  0.148
3 F -1.959 -2.405 3.275  0.147
4 F -4.166 -2.085 3.177  0.111
5 S -3.387 -4.284 4.725  0.729
6 O -2.903 -5.562 4.179  -0.352
7 O -2.546 -3.830 5.865  -0.315
8 N -5.088 -4.283 4.960  -0.339
9 S -5.370 -3.690 6.330  0.553
10 O -5.064 -4.616 7.470  -0.327
11 O -4.971 -2.315 6.487  -0.290
12 C -7.331 -3.602 6.246  -0.654
13 F -7.642 -2.683 5.371  0.162
14 F -7.751 -4.842 5.870  0.089
15 F -7.752 -3.222 7.413  0.175
16 C 0.718 -4.190 7.154  -0.062
17 C 1.573 -2.872 7.336  -0.085
18 N 0.765 -1.598 6.883  -0.227
19 C 0.505 -1.710 5.368  0.021
20 C -0.632 -1.523 7.566  -0.138
21 C -1.704 -0.558 7.008  -0.035
22 C 1.536 -0.327 7.180  -0.073
23 C 3.113 -0.347 7.069  -0.128
24 O 3.618 -0.779 5.786  -0.208
25 C 3.458 0.108 4.710  -0.108
26 H 1.250 -5.074 7.506  0.087
27 H 0.294 -4.348 6.162  0.064
28 H -0.047 -4.259 7.927  0.055
29 H 2.506 -3.009 6.790  0.127
30 H 1.929 -2.749 8.359  0.139
31 H 1.491 -1.954 4.972  0.107
32 H 0.190 -0.730 5.011  0.103
33 H -0.300 -2.436 5.253  0.065
34 H -0.438 -1.364 8.627  0.135
35 H -0.965 -2.559 7.492  0.079
36 H -1.950 -0.794 5.973  0.059
37 H -1.459 0.503 6.959  0.090
38 H -2.602 -0.744 7.598  0.085
39 H 1.323 -0.125 8.230  0.136
40 H 1.157 0.523 6.612  0.132
41 H 3.667 -0.910 7.820  0.136
42 H 3.428 0.696 7.053  0.134
43 H 2.429 0.350 4.446  0.076
44 H 3.790 -0.380 3.794  0.097
45 H 4.164 0.935 4.776  0.111
46 C 0.284 -10.006 7.848  -0.033
47 C -1.272 -10.017 8.165  -0.133
48 N -2.251 -9.305 7.204  -0.213
49 C -2.222 -9.916 5.798  0.033
50 C -3.708 -9.519 7.703  -0.135
51 C -4.806 -8.974 6.808  -0.067
52 C -1.728 -7.819 7.180  -0.039
53 C -2.286 -6.854 8.301  -0.159
54 O -2.200 -7.537 9.567  -0.190
55 C -3.085 -6.841 10.433  -0.095
56 H 0.560 -10.439 6.887  0.077
57 H 0.688 -10.648 8.631  0.100
58 H 0.763 -9.035 7.976  0.071
59 H -1.286 -9.561 9.155  0.120
60 H -1.572 -11.050 8.344  0.134
61 H -2.836 -9.224 5.223  0.082
62 H -2.503 -10.969 5.811  0.129
63 H -1.198 -9.811 5.440  0.101
64 H -3.736 -9.084 8.702  0.122
65 H -3.776 -10.577 7.955  0.141
66 H -4.579 -7.929 6.594  0.061
67 H -5.771 -8.928 7.312  0.092
68 H -4.994 -9.582 5.922  0.080
69 H -2.047 -7.422 6.216  0.099
70 H -0.642 -7.729 7.152  0.114
71 H -3.317 -6.681 7.993  0.090
72 H -1.716 -5.927 8.356  0.121
73 H -3.126 -7.314 11.414  0.106
74 H -4.134 -6.776 10.144  0.089
75 H -2.731 -5.830 10.637  0.093
76 C -10.062 -5.106 11.724  -0.038
77 C -9.307 -3.769 12.035  -0.132
78 N -9.733 -2.548 11.160  -0.227
79 C -9.743 -2.944 9.690  -0.003
80 C -11.148 -1.999 11.595  -0.128
81 C -11.454 -1.600 13.076  -0.026
82 C -8.640 -1.454 11.510  -0.020
83 C -7.233 -1.498 10.800  -0.179
84 O -6.628 -2.751 10.977  -0.198
85 C -5.251 -2.746 10.664  -0.090
86 H -9.841 -5.860 12.480  0.097
87 H -9.875 -5.552 10.747  0.059
88 H -11.120 -4.846 11.692  0.071
89 H -8.248 -3.994 11.903  0.111
90 H -9.348 -3.391 13.057  0.126
91 H -9.918 -2.040 9.106  0.108
92 H -10.604 -3.581 9.490  0.092
93 H -8.774 -3.371 9.435  0.086
94 H -11.868 -2.760 11.296  0.114
95 H -11.273 -1.172 10.896  0.122
96 H -12.400 -1.065 13.158  0.101
97 H -10.772 -0.823 13.419  0.081
98 H -11.438 -2.494 13.700  0.087
99 H -8.515 -1.442 12.592  0.135
100 H -9.176 -0.547 11.229  0.132
101 H -6.562 -0.716 11.154  0.138
102 H -7.311 -1.331 9.726  0.115
103 H -4.847 -3.758 10.700  0.086
104 H -4.647 -2.080 11.280  0.102
105 H -4.946 -2.472 9.654  0.073
106 C -7.839 -7.197 1.883  0.002
107 C -6.815 -6.079 2.317  -0.262
108 C -7.410 -4.689 2.493  -0.154
109 O -7.964 -4.071 1.251  -0.151
110 C -7.764 -2.655 1.225  -0.082
111 N -6.036 -6.583 3.543  0.232
112 H -6.455 -7.280 4.141  0.160
113 H -5.120 -6.862 3.223  0.147
114 H -5.746 -5.870 4.196  0.058
115 H -7.446 -8.196 1.697  0.093
116 H -8.497 -6.854 1.085  0.097
117 H -8.499 -7.330 2.740  0.066
118 H -6.035 -5.950 1.567  0.153
119 H -6.520 -4.112 2.744  0.100
120 H -8.087 -4.756 3.345  0.106
121 H -6.872 -2.313 0.700  0.101
122 H -7.831 -2.251 2.235  0.063
123 H -8.635 -2.157 0.798  0.091
124 C -9.482 1.442 0.995  -0.032
125 C -8.568 2.469 1.616  -0.250
126 C -7.887 1.930 2.908  -0.172
127 O -7.202 0.756 2.587  -0.183
128 C -6.896 0.022 3.704  -0.135
129 N -7.506 2.848 0.565  0.253
130 H -6.965 2.032 0.317  0.164
131 H -7.941 3.216 -0.269  0.174
132 H -6.892 3.597 0.851  0.174
133 H -9.024 0.485 0.743  0.078
134 H -9.944 1.712 0.045  0.101
135 H -10.344 1.251 1.633  0.107
136 H -9.037 3.406 1.916  0.165
137 H -8.649 1.669 3.643  0.141
138 H -7.213 2.674 3.333  0.141
139 H -7.808 -0.545 3.895  0.082
140 H -6.576 0.419 4.667  0.109
141 H -6.068 -0.646 3.467  0.078
142 C -10.902 -6.351 7.179  -0.022
143 C -11.751 -6.246 5.860  -0.242
144 C -11.253 -5.469 4.643  -0.114
145 O -12.030 -6.014 3.459  -0.203
146 C -11.628 -5.366 2.189  -0.035
147 N -11.949 -7.747 5.486  0.239
148 H -12.433 -8.253 6.214  0.174
149 H -12.461 -7.716 4.615  0.151
150 H -11.065 -8.224 5.386  0.161
151 H -10.601 -5.372 7.553  0.069
152 H -9.957 -6.870 7.017  0.078
153 H -11.423 -6.865 7.986  0.096
154 H -12.763 -5.925 6.108  0.161
155 H -10.203 -5.737 4.525  0.101
156 H -11.381 -4.389 4.707  0.141
157 H -12.210 -5.694 1.328  0.113
158 H -10.566 -5.413 1.947  0.055
159 H -11.591 -4.285 2.323  0.086
160 C 1.022 -7.079 0.306  -0.050
161 C 0.025 -5.982 0.309  -0.251
162 C -1.224 -6.382 -0.619  -0.142
163 O -2.229 -5.370 -0.551  -0.215
164 C -1.968 -4.078 -1.159  -0.053
165 N -0.562 -5.874 1.783  0.238
166 H -1.235 -6.555 2.103  0.148
167 H 0.218 -5.824 2.423  0.158
168 H -1.083 -5.010 1.837  0.118
169 H 1.971 -6.801 0.765  0.104
170 H 1.302 -7.203 -0.740  0.114
171 H 0.630 -8.054 0.596  0.104
172 H 0.449 -5.019 0.025  0.148
173 H -1.578 -7.367 -0.316  0.134
174 H -0.880 -6.502 -1.647  0.144
175 H -2.690 -3.310 -0.880  0.086
176 H -2.166 -4.218 -2.221  0.103
177 H -0.950 -3.713 -1.022  0.086

Results
E_HOMO: -19.607 eV
HOMO-LUMO gap: 0.300 hartree
LUMO energy: -0.421 Eh
net charge: +6
spin multiplicity: 1

---

No. 2
# C42H108N12O40P4S9

A structure of composition C42H108N12O40P4S9 at a distorted geometry (ωB97M-V with the def2-TZVPD basis set, the Open Molecules 2025 dataset).

Each line ends with the Löwdin charge.
Element x y z (Å)
1 C 6.386 1.014 -2.694  -0.130
2 C 4.945 0.578 -2.520  -0.168
3 O 4.439 0.455 -3.890  -0.187
4 S 5.044 1.693 -4.644  0.514
5 O 4.338 2.874 -4.315  -0.208
6 O 5.227 1.304 -5.990  -0.225
7 O 6.424 1.643 -3.975  -0.160
8 H 6.987 0.137 -2.654  0.127
9 H 6.705 1.686 -1.894  0.123
10 H 4.289 1.222 -1.993  0.088
11 H 4.904 -0.370 -1.939  0.111
12 C -7.655 1.678 0.082  -0.165
13 C -7.495 0.427 -0.888  -0.142
14 O -7.335 -0.733 -0.073  -0.161
15 S -7.024 -0.287 1.452  0.622
16 O -5.740 -0.733 1.800  -0.217
17 O -8.162 -0.469 2.242  -0.188
18 O -6.803 1.339 1.124  -0.228
19 H -8.711 1.683 0.455  0.137
20 H -7.381 2.664 -0.349  0.130
21 H -6.665 0.520 -1.522  0.055
22 H -8.335 0.275 -1.485  0.113
23 C 3.561 -4.261 -5.383  -0.115
24 C 3.276 -2.763 -5.533  -0.130
25 O 2.931 -2.311 -4.189  -0.197
26 S 3.676 -3.294 -3.136  0.602
27 O 2.764 -3.945 -2.252  -0.230
28 O 4.797 -2.646 -2.532  -0.229
29 O 4.324 -4.350 -4.123  -0.172
30 H 4.145 -4.571 -6.232  0.132
31 H 2.701 -4.896 -5.300  0.104
32 H 2.420 -2.479 -6.131  0.114
33 H 4.225 -2.230 -5.806  0.151
34 C -5.750 1.867 3.748  -0.125
35 C -4.786 2.710 2.832  -0.154
36 O -3.589 2.621 3.534  -0.209
37 S -3.810 2.901 5.063  0.573
38 O -4.009 4.252 5.388  -0.195
39 O -2.902 2.112 5.824  -0.223
40 O -5.270 2.285 5.019  -0.201
41 H -5.555 0.802 3.659  0.106
42 H -6.844 2.035 3.781  0.145
43 H -5.030 3.756 2.784  0.134
44 H -4.628 2.277 1.866  0.102
45 C -3.850 4.866 -3.580  -0.124
46 C -3.821 3.496 -4.361  -0.071
47 O -3.925 2.473 -3.265  -0.253
48 S -4.856 3.122 -2.156  0.576
49 O -4.628 2.475 -0.897  -0.224
50 O -6.169 3.189 -2.691  -0.204
51 O -4.095 4.517 -2.214  -0.190
52 H -4.719 5.418 -3.966  0.134
53 H -2.902 5.412 -3.621  0.127
54 H -2.954 3.165 -4.907  0.096
55 H -4.813 3.506 -4.856  0.127
56 C -4.193 -1.413 -5.694  -0.115
57 C -3.877 0.036 -5.535  -0.119
58 O -5.170 0.599 -5.098  -0.191
59 S -5.716 -0.419 -4.029  0.565
60 O -7.124 -0.568 -4.159  -0.203
61 O -5.067 -0.240 -2.751  -0.239
62 O -5.154 -1.734 -4.628  -0.156
63 H -3.290 -1.865 -5.515  0.088
64 H -4.567 -1.707 -6.661  0.141
65 H -3.503 0.536 -6.431  0.149
66 H -3.232 0.182 -4.672  0.114
67 C 0.469 -5.814 -3.287  -0.119
68 C -0.046 -4.563 -2.443  -0.064
69 O -0.140 -3.481 -3.525  -0.217
70 S -0.494 -4.096 -4.908  0.593
71 O 0.415 -3.611 -5.924  -0.250
72 O -1.895 -4.156 -5.086  -0.216
73 O -0.013 -5.638 -4.646  -0.214
74 H 0.197 -6.790 -2.893  0.130
75 H 1.583 -5.805 -3.382  0.110
76 H 0.709 -4.250 -1.720  0.090
77 H -0.958 -4.848 -1.991  0.065
78 C 1.961 4.395 -7.422  -0.123
79 C 2.041 2.948 -7.082  -0.157
80 O 1.164 2.858 -5.910  -0.218
81 S -0.179 3.688 -6.184  0.572
82 O -0.282 4.480 -5.055  -0.203
83 O -1.210 2.878 -6.725  -0.228
84 O 0.499 4.663 -7.316  -0.215
85 H 2.222 4.581 -8.504  0.152
86 H 2.506 5.038 -6.686  0.152
87 H 3.037 2.573 -6.800  0.115
88 H 1.653 2.266 -7.874  0.144
89 C -1.847 4.190 0.796  -0.140
90 C -0.472 4.261 0.145  -0.174
91 O -0.098 5.654 0.248  -0.200
92 S -1.426 6.548 -0.074  0.615
93 O -1.639 6.681 -1.481  -0.237
94 O -1.429 7.718 0.734  -0.221
95 O -2.435 5.478 0.519  -0.203
96 H -1.835 3.970 1.925  0.150
97 H -2.517 3.555 0.259  0.090
98 H -0.538 4.005 -0.938  0.120
99 H 0.340 3.703 0.675  0.122
100 O 5.722 0.434 0.412  -0.288
101 P 6.169 0.940 1.732  0.559
102 N 5.237 2.302 2.126  -0.275
103 C 4.303 2.756 1.028  -0.072
104 C 5.551 3.349 3.065  -0.130
105 N 7.837 1.472 1.790  -0.298
106 C 8.212 2.705 1.133  -0.110
107 C 8.810 0.413 1.638  -0.134
108 N 6.160 -0.254 2.812  -0.349
109 C 5.655 -1.567 2.488  -0.093
110 C 6.597 0.053 4.143  -0.110
111 H 3.917 1.934 0.443  0.050
112 H 4.838 3.462 0.434  0.070
113 H 3.462 3.306 1.512  0.089
114 H 4.650 3.722 3.635  0.100
115 H 6.002 4.172 2.579  0.054
116 H 6.237 2.997 3.827  0.075
117 H 7.638 3.511 1.475  0.039
118 H 9.242 2.857 1.436  0.083
119 H 8.232 2.689 0.025  0.087
120 H 9.831 0.624 2.027  0.092
121 H 8.532 -0.413 2.244  0.049
122 H 8.931 0.099 0.535  0.112
123 H 5.570 -1.649 1.396  0.073
124 H 6.356 -2.367 2.845  0.096
125 H 4.623 -1.738 2.991  0.090
126 H 5.708 0.182 4.823  0.096
127 H 7.209 0.960 4.163  0.073
128 H 7.205 -0.772 4.496  0.082
129 O -1.412 -5.688 -0.115  -0.292
130 P -2.160 -5.384 1.110  0.525
131 N -1.703 -3.914 1.810  -0.261
132 C -2.743 -3.300 2.734  -0.073
133 C -0.332 -3.416 1.736  -0.104
134 N -1.950 -6.602 2.244  -0.299
135 C -2.121 -7.983 1.774  -0.107
136 C -1.868 -6.470 3.706  -0.101
137 N -3.781 -5.295 0.721  -0.316
138 C -4.187 -5.127 -0.664  -0.095
139 C -4.837 -5.721 1.562  -0.155
140 H -2.917 -2.219 2.573  0.067
141 H -2.587 -3.410 3.809  0.071
142 H -3.727 -3.654 2.469  0.048
143 H 0.222 -3.685 2.643  0.080
144 H -0.336 -2.292 1.427  0.100
145 H 0.170 -4.001 1.008  0.046
146 H -1.345 -8.687 2.067  0.078
147 H -3.097 -8.343 2.269  0.102
148 H -2.276 -7.937 0.687  0.074
149 H -1.409 -5.576 4.077  0.063
150 H -2.836 -6.548 4.199  0.072
151 H -1.391 -7.353 4.103  0.075
152 H -3.541 -5.715 -1.343  0.076
153 H -5.152 -5.611 -0.762  0.074
154 H -4.178 -4.110 -1.096  0.089
155 H -5.740 -5.057 1.616  0.100
156 H -4.470 -5.767 2.577  0.058
157 H -5.231 -6.727 1.179  0.108
158 O 1.765 1.023 7.301  -0.303
159 P 1.135 1.129 5.944  0.582
160 N -0.331 0.413 5.923  -0.276
161 C -1.048 -0.092 4.748  -0.112
162 C -1.050 -0.075 7.130  -0.073
163 N 2.023 0.311 4.712  -0.280
164 C 2.989 1.077 3.974  -0.152
165 C 2.255 -1.075 5.095  -0.106
166 N 1.014 2.733 5.346  -0.324
167 C 0.409 2.985 4.085  -0.132
168 C 1.352 3.808 6.215  -0.124
169 H -0.428 -0.041 3.857  0.063
170 H -1.918 0.524 4.516  0.057
171 H -1.381 -1.117 4.851  0.066
172 H -0.440 0.030 8.018  0.075
173 H -1.177 -1.149 6.954  0.074
174 H -2.042 0.320 7.147  0.055
175 H 2.586 1.767 3.226  0.061
176 H 3.551 1.686 4.698  0.086
177 H 3.707 0.446 3.481  0.044
178 H 1.340 -1.579 5.342  0.067
179 H 2.693 -1.560 4.213  0.062
180 H 2.922 -1.242 5.932  0.076
181 H 0.724 4.017 3.718  0.109
182 H 0.554 2.202 3.325  0.048
183 H -0.692 3.100 4.224  0.075
184 H 2.011 4.522 5.681  0.081
185 H 1.973 3.419 7.032  0.076
186 H 0.448 4.335 6.495  0.082
187 O -0.266 1.539 1.104  -0.266
188 P -0.085 0.632 -0.050  0.507
189 N -1.391 -0.381 -0.201  -0.257
190 C -1.570 -1.344 -1.326  -0.076
191 C -2.665 -0.118 0.512  -0.086
192 N 1.239 -0.330 -0.023  -0.265
193 C 1.528 -1.348 -0.995  -0.126
194 C 1.897 -0.575 1.314  -0.060
195 N 0.057 1.286 -1.576  -0.280
196 C -1.174 1.689 -2.221  -0.104
197 C 1.370 1.484 -2.260  -0.055
198 H -0.725 -1.395 -2.014  0.053
199 H -2.512 -1.119 -1.801  0.071
200 H -1.628 -2.379 -0.972  0.075
201 H -2.614 0.343 1.496  0.075
202 H -3.194 -1.016 0.686  0.044
203 H -3.305 0.547 -0.121  0.076
204 H 1.041 -2.258 -0.801  0.047
205 H 1.194 -0.983 -1.978  0.080
206 H 2.597 -1.525 -1.038  0.083
207 H 1.513 0.018 2.112  0.035
208 H 1.853 -1.676 1.523  0.088
209 H 2.945 -0.292 1.262  0.061
210 H -1.054 2.652 -2.703  0.078
211 H -1.504 0.897 -2.911  0.085
212 H -1.853 1.884 -1.372  0.072
213 H 1.164 1.412 -3.315  0.084
214 H 2.120 0.804 -1.947  0.023
215 H 1.823 2.447 -1.911  0.102

Results
E_HOMO: -7.988 eV
HOMO-LUMO gap: 0.293 hartree
LUMO energy: 0.000 Eh
spin multiplicity: 1